No. 1
{
  "formula": "C17H23Cl2NO13",
  "method": "wB97M-V/def2-TZVPD",
  "energy_ev": -71152.144,
  "charge": 0,
  "orbital_gap_ev": 9.19,
  "e_lumo_ev": -1.56,
  "species": ["C", "C", "H", "Cl", "O", "C", "H", "H", "C", "H", "H", "C", "O", "H", "C", "O", "C", "H", "O", "H", "H", "H", "O", "O", "H", "H", "O", "H", "O", "H", "O", "H", "O", "H", "C", "H", "C", "O", "C", "C", "H", "H", "C", "C", "H", "C", "H", "O", "H", "O", "N", "C", "Cl", "H", "C", "C"],
  "xyz": [[-4.68514, 0.08152, -4.83755], [5.70838, -1.23527, -4.69028], [-3.07919, -4.04564, -1.59085], [3.63971, -1.41593, 0.13563], [-3.36327, -0.73164, 2.77205], [0.83524, -1.49959, 0.39270], [2.18330, -0.53993, 1.79300], [-1.88504, -3.14289, -2.53232], [2.27388, -2.66047, 2.23640], [0.60468, -2.49698, -0.01884], [6.49773, -1.66819, -5.30118], [-2.82272, -3.06218, -1.98098], [-2.12903, -2.53543, 0.93621], [1.09425, 0.27115, -4.78598], [1.68448, 0.96982, -5.37933], [0.24382, 3.46454, 6.28286], [-0.57636, 4.21382, 5.81885], [1.08729, 1.29699, -6.22782], [-4.74786, -1.18198, -4.17617], [1.80929, -3.58757, 1.85023], [-2.73222, 2.27762, 4.40223], [1.49773, 5.80158, 6.11591], [-1.45298, 0.49987, 2.90233], [3.53029, -0.04088, -3.77190], [6.13860, -0.44910, -4.06986], [1.95557, 1.84304, -4.78588], [-0.55462, 5.54886, 5.89964], [-4.65446, 0.89457, -4.11231], [4.72784, -0.69772, -5.57720], [0.47352, 7.15766, 6.60947], [-1.66637, 3.85843, 5.13431], [3.35935, -2.83713, 2.39756], [2.85108, 0.33093, -5.89860], [-0.98410, 2.03740, 4.41286], [2.18426, -1.47830, 1.20906], [-3.82136, 0.12645, -5.50076], [-1.81931, 2.44738, 4.96856], [0.57142, 1.12111, 2.34215], [-0.24489, 0.30031, 2.19115], [3.68722, -0.12706, -4.96160], [-2.71815, -2.37334, -1.14461], [1.86641, -2.34859, 3.21808], [-1.39623, -3.64324, 1.07138], [-0.25227, -0.94202, 1.30974], [-1.91560, 1.95567, 5.93763], [0.56549, 6.07354, 6.61089], [5.27683, -2.02046, -4.06941], [-2.74414, -0.72792, -3.22493], [0.56383, 5.72452, 7.64352], [-3.88051, -2.64879, -2.84405], [-0.76103, -4.53344, 0.80179], [-2.25926, -0.54029, 2.47093], [1.00406, -0.37967, -1.03867], [-5.58870, 0.18160, -5.43502], [-1.48596, -1.44029, 1.48698], [-3.69480, -1.44647, -3.39802]],
  "atomic_forces_ev_per_a": [[-0.07, 0.29, -0.20], [0.28, -0.15, 0.14], [-0.21, 0.05, -0.16], [-0.56, -0.30, 0.46], [-2.28, 0.03, 1.03], [1.17, 1.23, 0.39], [0.27, -0.36, -0.60], [-0.02, 0.14, 0.04], [0.72, 0.47, -0.49], [0.01, 0.55, 0.38], [-0.16, 0.09, -0.17], [0.22, -0.15, 0.12], [1.01, -0.50, 1.55], [0.10, 0.07, 0.09], [-0.31, 0.15, 0.05], [-0.08, 0.09, -0.02], [-0.11, 0.04, -0.08], [0.20, -0.11, -0.11], [0.08, -0.09, 0.09], [0.19, 0.49, 0.31], [0.03, 0.28, 0.00], [-0.04, -0.12, 0.10], [-0.17, -2.46, -1.81], [0.02, -0.01, -0.08], [-0.14, -0.05, 0.07], [0.01, -0.13, 0.09], [-0.05, -0.10, -0.03], [0.15, -0.05, -0.02], [-0.11, 0.06, -0.02], [-0.20, -0.08, -0.13], [0.04, 0.14, 0.11], [-0.77, -0.07, -0.02], [0.12, -0.06, 0.02], [0.09, 0.14, 0.23], [-0.43, -0.22, 0.56], [0.05, 0.04, 0.15], [-0.09, -0.17, 0.11], [1.72, 0.71, -0.18], [-0.34, 0.16, 0.02], [-0.01, 0.00, -0.12], [0.00, 0.05, -0.35], [-0.09, -0.30, -0.60], [-2.45, 3.56, -1.04], [-1.23, -0.97, -0.23], [0.14, 0.03, -0.02], [0.23, 0.20, 0.14], [-0.03, 0.14, 0.07], [-0.09, -0.07, 0.01], [0.08, -0.11, -0.09], [-0.04, 0.07, -0.08], [1.83, -2.93, 0.03], [1.55, -0.67, -1.22], [-0.56, -0.38, 0.56], [-0.02, -0.22, 0.11], [0.50, 1.65, 0.87], [-0.11, -0.06, -0.04]]
}

No. 2
{
  "formula": "C17H23Cl3N3O4SV",
  "method": "wB97M-V/def2-TZVPD",
  "energy_ev": -104738.115,
  "charge": 2,
  "orbital_gap_ev": [6.04, 6.04],
  "e_lumo_ev": [-9.14, -9.15],
  "species": ["O", "H", "C", "C", "V", "H", "H", "H", "C", "H", "O", "C", "C", "H", "C", "C", "H", "C", "H", "S", "O", "C", "H", "H", "C", "O", "H", "H", "Cl", "H", "C", "H", "H", "H", "N", "H", "H", "H", "C", "Cl", "C", "C", "C", "Cl", "H", "H", "N", "C", "H", "H", "N", "C"],
  "xyz": [[1.65505, -0.74616, -0.78579], [-1.10278, -5.19389, -1.93016], [3.75849, -1.34698, -1.72480], [4.59477, -3.55194, -1.15525], [0.32469, 0.26714, -0.70551], [0.47514, -2.64698, 0.39293], [1.01122, -5.13725, 0.16994], [4.94202, -0.17744, -2.95305], [-0.12710, 2.46542, -0.85547], [-2.20788, -4.36656, -0.82934], [-1.21384, 1.96431, -0.65541], [-1.66968, -1.94064, -2.07806], [3.51050, -3.80862, -0.32464], [1.89030, -5.01992, 1.68855], [2.95135, 0.18705, -3.56550], [4.14398, 1.14475, -1.51421], [5.58627, -2.17111, -2.45247], [1.10435, -4.56057, 1.09036], [-3.35621, -0.87220, -1.81903], [-0.76686, -0.53260, -2.62725], [-2.52656, -0.25387, 2.06683], [1.38184, -3.08494, 0.82278], [0.17982, -4.66543, 1.65779], [1.93766, 0.30067, -3.18286], [4.71791, -2.34704, -1.83259], [0.72384, 1.80535, -1.63884], [-2.61298, -4.52915, -2.56951], [0.86644, -2.46364, 2.83740], [-0.61616, 4.44211, 0.93330], [-0.15754, -3.16050, -2.45507], [2.65518, -1.66496, -0.89458], [1.86400, -1.28515, 1.97521], [-3.53877, -2.56514, -1.51996], [5.36953, -4.29840, -1.26195], [-2.93204, -1.78145, -1.71722], [3.45748, -4.74985, 0.20150], [3.23076, 1.39060, -0.97567], [4.42274, 2.02657, -2.08948], [3.97726, -0.04578, -2.45650], [1.84494, 4.34007, -0.60325], [-1.65679, -0.33031, 1.32215], [0.52769, 3.46933, 0.09071], [1.68868, -2.35041, 2.13163], [1.17657, 2.11586, 1.22601], [4.92839, 0.96112, -0.78044], [2.58335, -2.76550, 2.59609], [-1.11050, -3.12732, -2.12461], [2.50790, -2.86660, -0.15316], [2.94751, -0.63916, -4.27584], [3.19779, 1.09623, -4.11126], [-0.72479, -0.48453, 0.54630], [-1.81167, -4.37668, -1.84515]],
  "atomic_forces_ev_per_a": [[0.60, -0.26, 0.13], [-0.02, -0.01, -0.01], [0.28, -0.44, 0.04], [0.02, 0.02, 0.00], [-0.42, -0.88, -0.50], [0.02, 0.01, 0.01], [-0.04, -0.01, -0.05], [-0.04, 0.03, 0.00], [0.41, 0.01, -0.28], [-0.03, -0.03, 0.00], [-0.40, 0.08, 0.15], [-0.01, -0.09, -0.04], [-0.22, 0.16, 0.04], [0.03, 0.01, 0.02], [-0.10, 0.02, -0.01], [-0.04, 0.06, 0.08], [0.01, 0.01, -0.02], [-0.06, -0.05, 0.06], [0.00, 0.02, 0.05], [0.15, 0.18, 0.17], [0.16, 0.02, -0.15], [-0.16, 0.04, -0.12], [-0.01, 0.01, 0.01], [0.04, 0.02, -0.02], [-0.14, 0.23, 0.00], [-0.03, 0.18, 0.25], [-0.02, -0.02, 0.03], [-0.04, 0.00, 0.00], [0.05, 0.01, -0.04], [0.00, 0.00, -0.01], [-0.62, 0.64, 0.08], [0.00, 0.05, -0.01], [0.00, 0.01, 0.00], [0.02, -0.04, -0.01], [0.05, -0.05, -0.05], [0.01, -0.01, 0.01], [-0.10, -0.01, 0.04], [0.02, 0.01, -0.03], [0.10, -0.08, -0.12], [-0.05, 0.03, 0.01], [-0.60, 0.09, 0.50], [0.01, -0.02, 0.17], [0.03, 0.07, 0.06], [0.08, 0.16, 0.01], [0.02, -0.01, 0.00], [0.02, -0.01, 0.00], [0.02, 0.13, 0.04], [0.42, -0.23, -0.13], [0.01, -0.02, -0.01], [0.02, 0.03, -0.01], [0.51, 0.01, -0.37], [0.01, -0.04, 0.05]]
}

No. 3
{
  "formula": "C17H23F3I2N4O8P",
  "method": "wB97M-V/def2-TZVPD",
  "energy_ev": -73972.671,
  "charge": -1,
  "orbital_gap_ev": 1.36,
  "e_lumo_ev": -1.09,
  "species": ["C", "H", "C", "N", "F", "H", "C", "C", "H", "H", "C", "C", "H", "I", "C", "H", "C", "C", "H", "H", "H", "H", "O", "H", "H", "H", "O", "O", "F", "C", "H", "N", "C", "C", "O", "C", "C", "C", "H", "H", "H", "P", "H", "H", "O", "O", "N", "I", "O", "C", "F", "O", "C", "H", "H", "H", "N", "H"],
  "xyz": [[5.86421, 0.19230, -1.08185], [8.76978, -0.17364, 0.66713], [3.60469, -1.02004, 1.57612], [-0.06118, 0.22136, 1.06375], [-3.19744, 2.85900, -2.58210], [-2.74058, -2.05918, 3.24796], [-3.88004, -1.86186, 3.06426], [6.74986, 0.01729, 0.14810], [-2.88763, -1.93080, -1.01107], [0.60855, -0.85179, 2.83064], [-4.19575, -0.29618, 3.53782], [-1.88122, -1.35465, -1.17100], [1.72020, 0.58941, 2.26982], [-4.78397, 0.20402, 5.62064], [-4.59339, 2.50813, -2.13952], [0.97701, -1.92741, -2.49834], [1.07788, -0.31680, 1.90114], [-4.75085, 0.82882, 0.05461], [-3.61711, 2.80263, -0.10027], [-1.06741, -1.93037, -0.51528], [1.73085, -2.45176, 1.43288], [-4.53113, -2.60702, 3.72491], [4.62938, 0.19687, -1.05627], [-1.26671, 0.85289, 2.45051], [3.80583, 0.12276, 1.32335], [-4.08105, -2.01850, 1.90929], [-5.69527, 3.27798, 0.00837], [6.19490, -0.06075, 1.28701], [-5.43842, 3.69963, -2.51812], [7.83517, 0.33245, -2.69083], [3.58823, -1.11212, 2.75893], [-1.89525, 0.09736, -0.74790], [-2.35103, 0.29294, 0.68113], [-4.65488, 2.37224, -0.50384], [8.39655, 0.48966, -3.81858], [-4.05502, 0.81482, 2.54788], [8.06095, -0.03967, -0.14240], [2.04413, -1.37308, 1.08908], [-6.60880, 3.04791, -0.33569], [0.02332, 1.28096, 1.00584], [-2.38878, 0.71847, -1.42552], [-1.21213, -1.43189, -2.98088], [4.39635, -1.73999, 1.09343], [5.81855, 0.56293, -3.20484], [-2.36622, -2.15312, -4.10274], [9.93838, -0.10483, -1.52195], [-3.63620, 0.62506, 1.08117], [-4.42982, 2.90000, 3.24912], [-0.91233, 0.03537, -3.54687], [6.52256, 0.37630, -2.40208], [-5.16432, 1.35597, -2.88127], [0.28922, -2.35213, -3.11878], [8.71410, 0.05030, -1.47526], [-5.78583, 0.71370, 0.62823], [-4.62216, 0.00064, -0.76973], [-3.24993, -2.08495, -3.60431], [-1.27793, 0.05339, 1.76419], [1.91910, -1.24107, -0.07002]],
  "atomic_forces_ev_per_a": [[0.09, 0.28, -2.13], [0.00, -0.03, 0.04], [-1.39, 0.19, 0.24], [1.89, 1.12, 0.75], [-4.78, -1.75, 1.15], [-2.18, 0.37, -0.26], [-0.09, 0.58, 0.72], [-3.00, 0.15, 0.97], [1.62, 1.03, -0.50], [0.94, 1.02, -1.62], [0.80, 1.97, -4.43], [0.82, -1.35, 0.96], [-1.04, -1.77, -0.62], [0.59, -0.81, -1.76], [-0.41, 2.01, -1.64], [-1.44, -0.58, -1.30], [0.81, -0.37, 0.29], [-0.32, 0.12, 0.22], [-2.42, -0.77, -1.02], [-1.68, 1.35, -1.33], [0.63, 1.92, -0.90], [1.44, 1.69, -1.57], [0.32, -0.05, 0.61], [-1.18, -1.19, -0.37], [-0.15, -2.85, 0.31], [0.24, 0.52, 2.48], [0.40, -1.97, -1.00], [0.88, 0.16, -0.88], [2.77, -4.00, 0.71], [3.70, -0.01, -1.46], [0.27, 0.00, -2.36], [-2.33, -0.15, 2.30], [1.52, -0.30, 0.39], [0.40, 0.57, 0.01], [-0.99, -0.16, 1.31], [0.33, -3.39, 1.85], [2.92, -0.07, -1.03], [0.42, 0.58, 0.92], [1.73, 0.13, 0.31], [0.54, -1.89, -0.44], [0.57, -0.77, 0.65], [2.61, 4.30, -4.41], [-1.64, 1.76, 1.06], [-0.03, -0.03, -0.06], [0.62, 0.72, 4.02], [-0.89, 0.23, -0.54], [-0.74, -0.53, 1.45], [0.37, -1.07, -0.78], [-1.51, -5.27, 2.75], [-3.38, 0.05, 1.27], [2.22, 3.60, 2.16], [-2.67, 1.78, 1.78], [0.60, -0.36, 1.82], [2.35, 0.16, -1.30], [-0.37, 1.81, 1.52], [1.72, -0.26, -1.19], [-2.74, 1.78, -2.38], [0.24, -0.18, 2.26]]
}

No. 4
{
  "formula": "C17H23F5FeNO2P2S",
  "method": "wB97M-V/def2-TZVPD",
  "energy_ev": -100965.054,
  "spin_multiplicity": 5,
  "charge": 1,
  "orbital_gap_ev": [5.80, 5.67],
  "e_lumo_ev": [-2.96, -5.12],
  "species": ["C", "H", "F", "C", "H", "C", "H", "P", "N", "C", "H", "C", "S", "H", "H", "F", "C", "C", "O", "C", "H", "H", "C", "C", "H", "P", "H", "H", "C", "C", "H", "H", "H", "C", "H", "H", "F", "C", "H", "H", "C", "F", "H", "O", "H", "Fe", "H", "C", "F", "H", "H", "C"],
  "xyz": [[-0.20516, 0.44227, 3.04797], [3.18130, -0.99452, -2.00544], [-1.31511, -1.42926, 2.03869], [-0.78381, -0.82352, 3.14260], [-3.14048, -1.50962, -1.04562], [3.23245, 0.51340, 0.81090], [-4.55714, 1.03233, -0.04002], [1.87962, -0.49620, 0.13695], [-0.22682, -0.98487, -1.77334], [-2.65065, -0.83023, -1.76948], [3.01420, -2.56955, 0.71796], [1.02604, -2.13077, -3.49363], [-0.10714, 1.51608, 1.55975], [3.42582, 1.35790, 0.13634], [-3.41117, -0.58368, -2.53210], [-0.30138, -1.68088, 6.70314], [2.14270, -0.97297, -1.57767], [1.00384, -1.35534, -2.31525], [2.64260, 2.25043, -2.49208], [1.99588, -2.17585, 0.87829], [4.14688, -0.08945, 0.90224], [1.04833, 2.82167, -1.39483], [-3.57100, 0.94863, 0.43765], [-0.30982, -0.99756, 5.53681], [-0.11511, -3.36783, -4.80933], [-2.28950, 0.72580, -0.79056], [-3.36890, 1.86359, 1.01023], [-1.66800, 1.89090, -2.81877], [0.30471, 0.96516, 4.24487], [-2.40824, 2.04215, -2.02105], [-2.33449, -2.63604, -3.82872], [1.30929, -2.84309, 0.33213], [2.00590, -2.35219, -3.92925], [-0.81528, -1.53070, 4.35271], [-2.24958, 3.00843, -1.52722], [1.74642, -2.18181, 1.94875], [0.78394, 0.85570, 6.54610], [-1.38073, -2.28083, -3.42557], [-3.56834, 0.09693, 1.13057], [0.26484, 2.07401, 0.05826], [0.24655, 0.27403, 5.45605], [0.89626, 2.18783, 4.24872], [2.93114, 0.88956, 1.80038], [0.30408, 3.25366, -0.96978], [2.65580, 1.30906, -2.45060], [-0.16534, 0.29227, -0.28156], [-3.40731, 2.03611, -2.47071], [-0.15452, -2.64564, -3.99423], [-1.30721, -2.78238, 4.41073], [2.43815, 2.33102, -3.45530], [0.67132, 4.06337, -0.49893], [-1.37533, -1.41160, -2.33516]],
  "atomic_forces_ev_per_a": [[0.27, -0.24, 1.02], [-1.19, -0.23, 0.17], [0.27, 0.30, 0.50], [0.16, -0.12, 0.25], [0.32, 0.04, -0.36], [0.26, -0.27, -0.28], [0.17, -0.01, 0.20], [-0.36, -0.72, 0.08], [0.38, -0.33, -0.75], [-0.79, 0.44, 0.61], [-0.33, 0.16, 0.23], [0.53, 0.07, 0.35], [-0.85, -0.08, 0.49], [-0.10, -0.12, 0.25], [0.43, -0.42, 0.06], [-0.14, 0.55, -1.23], [1.77, 0.47, -0.34], [-0.96, -0.14, -0.08], [-0.58, 0.81, -1.49], [0.28, -0.20, 0.04], [-0.21, 0.20, 0.02], [0.80, 0.11, -0.53], [-0.68, 0.04, 0.07], [0.25, 0.26, 0.01], [-0.10, 0.35, 0.05], [0.81, -0.61, -0.60], [0.03, -0.24, -0.17], [-0.11, 0.09, 0.35], [0.05, -0.01, -0.03], [-0.62, 0.24, -0.12], [0.47, 0.12, 0.17], [0.10, 0.34, 0.29], [-0.51, -0.07, 0.08], [-0.17, -0.65, 0.12], [0.12, -0.23, -0.23], [0.08, 0.05, -0.32], [-0.36, -0.45, -0.49], [0.23, -0.09, -0.10], [0.05, 0.21, -0.18], [0.31, -0.49, -0.20], [0.49, 0.69, 0.38], [-0.42, -0.84, 0.00], [0.04, -0.12, -0.37], [0.05, 2.45, 0.48], [0.18, -1.43, 0.62], [-0.04, 0.00, 1.28], [0.09, 0.09, -0.01], [-0.19, -0.20, -0.03], [0.01, 0.45, -0.31], [0.26, 0.60, 0.94], [-0.51, -1.35, -0.88], [-0.05, 0.55, 0.00]]
}

The max |F| results, record by record, are as follows: 4.44, 1.10, 6.69, 2.49 eV/Å.